Molecular formula: C46H42F5NO4SiV
Method: DFT, wB97M-V/def2-TZVPD

```
100
Properties=species:S:1:pos:R:3:mulliken_spin:R:1
V -0.983 0.613 -0.478 2.7430
Si -1.984 3.063 -2.548 0.0239
F -3.794 -1.004 -0.829 0.0136
F -5.001 3.306 2.198 -0.0004
F -6.271 -0.464 -0.290 -0.0002
F -2.463 2.852 1.647 -0.0110
F -7.027 1.801 1.141 0.0006
O 2.976 -1.998 0.083 -0.0018
O 2.302 -1.373 2.204 0.0000
O -0.950 -0.646 0.990 0.0115
O 0.742 0.335 -1.194 -0.0454
N -0.932 2.505 -1.143 0.0079
C -0.891 -1.320 -2.739 0.1528
C 4.545 -0.688 1.454 0.0007
C -3.290 1.766 -2.886 0.0661
C -4.016 0.103 -0.070 -0.1746
C -2.126 0.688 4.696 -0.0005
C -1.078 -3.493 1.303 -0.0059
C 0.283 -1.876 -2.199 -0.0163
C 3.093 -1.606 -3.103 -0.0003
C 1.306 -0.946 1.312 0.0413
C 3.435 -1.742 1.440 -0.0018
C -1.769 -0.104 3.596 -0.0058
C -3.007 0.965 0.265 0.1200
C 2.361 4.575 0.399 0.0047
C 4.498 0.745 -2.517 0.0012
C -0.542 -4.080 -2.917 0.0270
C 3.342 0.434 -1.833 0.0054
C 0.783 4.253 -1.401 -0.0015
C -0.427 -0.302 3.222 -0.0107
C 1.645 3.683 1.197 0.0417
C 1.926 4.872 -0.888 0.0007
C 4.949 -0.132 -3.490 0.0005
C -5.729 1.502 0.915 0.0196
C -3.367 2.010 1.083 0.0845
C 0.205 1.158 5.077 0.0003
C 4.290 -1.325 -3.763 -0.0001
C 0.508 3.085 0.699 0.1356
C -1.849 -2.095 -3.391 0.0944
C 0.093 3.295 -0.654 -0.0185
C 0.548 0.331 4.011 0.0018
C -0.954 3.221 -4.096 0.0034
C -1.713 -3.490 -3.453 -0.0128
C -1.136 1.348 5.437 0.0004
C 4.036 -3.038 1.943 -0.0008
C -0.173 -4.681 3.626 -0.0002
C -0.428 -2.675 2.232 -0.0147
C -1.003 -5.439 2.778 0.0001
C 0.125 -3.354 3.348 0.0007
C -2.777 4.637 -1.941 0.0041
C 1.267 -0.986 -1.411 0.0712
C 2.632 -0.753 -2.101 -0.0043
C 0.425 -3.283 -2.347 -0.0255
C -4.701 2.279 1.394 0.0043
C -1.410 -4.827 1.602 0.0020
C -0.124 -1.172 1.976 -0.0290
C 1.590 -1.712 0.012 -0.0200
C -5.349 0.371 0.226 -0.0249
H 0.222 -5.085 4.541 -0.0001
H 4.870 -0.485 2.487 0.0000
H 0.842 -2.821 3.987 -0.0002
H -1.343 -6.444 3.008 0.0000
H -1.391 -3.125 0.316 0.0198
H -0.427 -5.155 -2.948 0.0020
H -2.569 -0.578 3.030 -0.0012
H 2.523 -2.470 -3.382 0.0002
H 2.441 5.648 -1.461 0.0001
H 4.261 0.244 0.985 -0.0002
H -0.118 2.500 -4.045 -0.0004
H -2.516 -4.076 -3.885 0.0004
H 5.851 0.131 -4.029 0.0001
H 1.342 -3.737 -1.945 -0.0020
H 1.615 0.088 3.869 0.0003
H 4.810 -3.286 1.221 0.0001
H -3.241 4.503 -0.949 -0.0013
H -3.572 4.921 -2.642 -0.0006
H 4.682 -2.064 -4.462 -0.0001
H -2.042 5.472 -1.870 0.0010
H 0.477 4.438 -2.413 0.0023
H -0.560 4.218 -4.309 0.0010
H 3.265 5.040 0.774 0.0007
H 5.390 -1.110 0.887 0.0000
H -0.092 2.414 1.301 -0.0716
H 1.110 -2.705 -0.027 0.0018
H -4.085 1.899 -2.128 0.0003
H 2.987 1.167 -1.103 0.0003
H -1.399 1.975 6.299 0.0001
H -3.741 1.975 -3.870 0.0009
H 4.459 -2.850 2.927 0.0002
H 3.319 -3.851 1.986 -0.0002
H -2.673 -1.594 -3.885 0.0034
H 5.074 1.623 -2.245 0.0000
H -3.177 0.788 4.922 -0.0002
H -1.576 2.973 -4.966 0.0001
H -1.038 -0.253 -2.759 -0.2241
H -2.987 0.716 -2.878 -0.0066
H 1.380 0.140 1.122 0.0152
H 1.946 3.430 2.213 0.0005
H -1.964 -5.411 0.851 0.0004
H 1.007 1.606 5.652 0.0001
```

The value obtained for the orbital gap (spin up / spin down) is 4.46 / 5.80 eV. The molar mass comes out at 846.86 g/mol. As for the HOMO energy (spin up / spin down): -0.1 / -1.5 eV. Its multiplicity is 4. The expectation value of S² is 3.759. The total charge is -2.

---

Molecular formula: C5H15NO
Method: DFT, wB97M-V/def2-TZVPD

```
22
Properties=species:S:1:pos:R:3:lowdin_charge:R:1
O -3.368 -0.298 -0.430 -0.0851
N -0.923 0.710 0.966 0.0401
C 0.761 -0.498 -0.398 -0.4159
C 0.591 2.036 -0.421 -0.0721
C -0.135 0.730 -0.273 -0.4464
C 1.905 -0.545 0.609 -0.0658
C -0.049 -1.783 -0.380 -0.0818
H -0.620 -1.939 0.547 0.0788
H 1.182 2.074 -1.339 0.0860
H -0.863 0.645 -1.096 0.1297
H -3.001 -1.186 -0.544 0.0173
H 2.405 0.418 0.658 0.0662
H -0.700 -0.077 1.558 0.0637
H 2.612 -1.325 0.326 0.0805
H 0.624 -2.642 -0.476 0.0795
H -0.778 1.547 1.521 0.0804
H 1.534 -0.796 1.601 0.0759
H -0.105 2.870 -0.477 0.0808
H -0.718 -1.845 -1.246 0.0805
H 1.288 2.254 0.388 0.0726
H 1.210 -0.428 -1.395 0.1375
H -2.851 0.080 0.300 -0.0026
```

The value obtained for the orbital gap is 10.45 eV. The molar mass comes out at 105.18 g/mol. As for the HOMO energy: -9.5 eV. As for the structure (SMILES): CC(C)[C@H](C)N.O.

---

Molecular formula: C27H25ClO5
Method: DFT, wB97M-V/def2-TZVPD

```
58
Properties=species:S:1:pos:R:3:lowdin_charge:R:1
Cl -0.369 -0.706 1.311 1.3290
O 1.992 4.593 -2.495 -0.0828
O -3.350 -1.950 -0.245 -0.0210
O -1.322 -2.967 -0.092 0.0452
O -1.576 1.760 0.221 0.0365
O -3.425 0.572 -0.211 -0.0144
C 2.917 5.564 -1.950 -0.0631
C 3.244 -3.376 -1.809 -0.0702
C 3.332 -1.388 3.749 -0.0696
C -5.408 -3.054 0.314 -0.0744
C -1.994 -1.943 -0.147 -0.5219
C -4.052 1.793 0.255 -0.2215
C 1.715 -1.478 -1.982 0.0078
C 2.015 -0.413 1.507 -0.2231
C 2.547 -2.445 -2.581 -0.0594
C 3.268 -3.234 -0.419 -0.0125
C 2.435 -2.279 0.161 -0.1046
C 1.105 1.048 -0.393 -0.1605
C 1.076 -0.305 0.293 -0.4046
C -5.493 1.400 0.383 -0.0713
C 2.011 1.997 0.103 -0.0148
C 0.470 1.394 -1.604 -0.0515
C -2.097 0.667 -0.021 -0.5225
C 1.973 0.324 2.693 -0.0834
C 3.447 -2.087 2.548 -0.0086
C 1.573 -1.438 -0.603 -0.0930
C 2.624 -0.169 3.814 -0.0693
C 1.729 3.471 -1.778 -0.2692
C 2.304 3.181 -0.536 -0.0095
C 2.655 -1.672 1.477 -0.1200
C -3.912 -3.203 0.213 -0.2231
C -1.330 -0.602 -0.059 -0.3819
C 0.813 2.538 -2.294 0.0170
H -0.245 0.728 -2.079 0.1163
H 3.806 -4.184 -2.280 0.1052
H -3.502 -3.432 1.208 0.1293
H -5.581 0.715 1.230 0.0783
H -3.615 2.070 1.225 0.1269
H 2.986 3.884 -0.063 0.1047
H 3.924 -3.831 0.226 0.1136
H -5.674 -2.413 1.162 0.0756
H 3.923 5.139 -1.790 0.0955
H 2.658 -2.439 -3.670 0.1073
H 4.081 -2.978 2.420 0.1160
H 2.564 0.393 4.747 0.1058
H -5.838 -4.039 0.501 0.0755
H -3.642 -4.005 -0.488 0.1250
H 1.280 -0.700 -2.601 0.1045
H 2.546 5.974 -0.996 0.0957
H -3.871 2.612 -0.458 0.1298
H 0.384 2.787 -3.258 0.1216
H 2.583 1.817 1.015 0.1047
H -5.822 0.883 -0.521 0.0823
H 1.429 1.274 2.728 0.1254
H 2.952 6.346 -2.714 0.0915
H -5.870 -2.647 -0.589 0.0806
H -6.146 2.249 0.569 0.0741
H 3.775 -1.796 4.653 0.1011
```

The value obtained for the orbital gap is 7.91 eV. The molar mass comes out at 464.94 g/mol. As for the HOMO energy: -8.0 eV.

---

> What is the formula in the second record?

C5H15NO

---

> Which formula does entry 3 have?

C27H25ClO5